88
Properties=species:S:1:pos:R:3 method="wB97M-V/def2-TZVPD" lumo_ev=-0.482 e_homo_ev=-4.68 relative_energy_kj_mol=934.4 homo_lumo_gap_ha=0.154 energy_ev=-76513.9258 total_charge=-1
C 2.12 2.04 0.48
C 1.26 1.93 -0.66
C 0.23 2.13 -1.91
N 0.01 3.52 -2.39
C 0.35 4.63 -1.45
C 1.95 5.09 -1.63
O 2.34 6.19 -0.97
O 2.93 4.35 -2.44
C -1.20 3.74 -3.25
C -2.54 4.30 -2.51
C -2.89 3.69 -1.04
C -4.47 3.19 -0.86
N -4.51 1.75 -0.31
C -1.55 2.42 -4.22
C -2.75 1.47 -3.63
O -2.50 0.24 -3.09
F -4.22 1.82 -3.70
C -0.77 4.93 -4.34
O -1.67 5.70 -4.95
O 0.67 5.18 -4.62
H 2.72 1.90 1.49
H 0.70 1.52 -2.82
H -0.76 1.52 -1.63
H -0.25 5.63 -1.70
H 0.09 4.42 -0.30
H 2.66 3.40 -2.58
H -3.48 4.22 -3.25
H -2.38 5.47 -2.37
H -2.77 4.58 -0.25
H -2.19 2.83 -0.66
H -5.11 3.34 -1.82
H -4.97 3.85 -0.01
H -4.44 1.77 0.74
H -3.66 1.22 -0.61
H -0.58 1.84 -4.56
H -1.98 2.91 -5.22
O -1.86 1.02 3.55
P -1.07 -0.30 3.76
O -2.41 -1.21 4.11
C -3.23 -1.62 3.03
C -2.60 -2.77 2.27
O -0.72 0.07 5.35
C -0.47 1.42 5.74
C -1.68 1.97 6.47
O -0.19 -1.77 4.00
C 0.95 -1.84 4.83
C 0.57 -2.46 6.17
H -3.44 -0.77 2.36
H -4.19 -1.94 3.46
H -1.69 -2.44 1.77
H -3.29 -3.16 1.52
H -2.32 -3.57 2.96
H -0.18 2.04 4.89
H 0.39 1.41 6.42
H -2.58 1.91 5.85
H -1.52 3.01 6.75
H -1.88 1.38 7.37
H 1.42 -0.86 4.95
H 1.68 -2.48 4.34
H -0.21 -1.89 6.68
H 1.44 -2.54 6.83
H 0.16 -3.47 6.01
O 2.71 -1.52 -1.60
P 2.16 -2.97 -1.63
O 3.19 -3.53 -0.46
C 2.90 -3.22 0.89
C 1.77 -4.09 1.41
O 3.14 -3.39 -2.92
C 3.43 -2.44 -3.94
C 4.85 -1.92 -3.76
O 1.55 -4.59 -1.67
C 1.39 -5.30 -2.89
C 2.54 -6.28 -3.05
H 2.66 -2.16 0.99
H 3.81 -3.42 1.47
H 0.83 -3.84 0.90
H 1.63 -3.93 2.48
H 1.97 -5.15 1.22
H 2.70 -1.63 -3.97
H 3.36 -2.97 -4.90
H 4.99 -1.48 -2.77
H 5.09 -1.18 -4.52
H 5.57 -2.75 -3.84
H 1.29 -4.62 -3.74
H 0.45 -5.86 -2.81
H 3.51 -5.78 -3.07
H 2.43 -6.85 -3.98
H 2.57 -6.98 -2.21

=====

79
Properties=species:S:1:pos:R:3 method="wB97M-V/def2-TZVPD" lumo_ev=-0.450 e_homo_ev=-8.57 homo_lumo_gap_ha=0.298 energy_ev=-50616.4202
C 3.89 -3.21 2.35
C 2.49 -2.59 2.05
C 1.99 -1.71 3.24
C 1.80 -0.21 2.89
C 0.81 0.07 1.72
C -0.58 0.65 2.20
C -1.51 -0.56 2.42
C -1.47 -1.26 3.69
C -2.24 -2.36 3.93
C -3.10 -2.81 2.89
N -3.92 -3.89 2.91
S -4.63 -3.89 1.46
N -4.02 -2.56 0.68
C -3.17 -2.09 1.62
C -2.35 -0.92 1.40
H 4.20 -3.76 1.45
H 4.64 -2.43 2.58
H 3.84 -3.94 3.18
H 2.50 -2.04 1.10
H 1.82 -3.46 1.94
H 1.11 -2.18 3.70
H 2.78 -1.75 4.01
H 1.47 0.36 3.78
H 2.79 0.19 2.61
H 0.63 -0.87 1.16
H 1.20 0.79 0.98
H -0.46 1.21 3.14
H -0.97 1.30 1.40
H -0.79 -0.88 4.46
H -2.14 -2.86 4.90
H -2.35 -0.35 0.47
C -0.08 6.86 -0.58
O 1.30 7.08 -0.37
C 1.61 7.75 0.85
C 2.27 6.81 1.84
N 1.32 5.83 2.36
C 1.94 4.72 3.08
C 2.93 3.83 2.34
O 2.36 3.02 1.33
C 2.14 3.67 0.09
H -0.22 6.56 -1.61
H -0.46 6.06 0.07
H -0.66 7.78 -0.40
H 0.74 8.24 1.28
H 2.34 8.53 0.59
H 2.67 7.39 2.68
H 3.11 6.33 1.33
H 0.79 5.45 1.59
H 1.11 4.08 3.42
H 2.42 5.11 3.98
H 3.34 3.13 3.07
H 3.79 4.38 1.95
H 2.90 4.42 -0.13
H 1.14 4.13 0.07
H 2.16 2.92 -0.70
C -2.80 -1.46 -2.77
O -1.80 -2.43 -2.50
C -2.32 -3.73 -2.21
C -2.05 -4.70 -3.35
N -2.86 -4.38 -4.52
C -2.45 -5.07 -5.74
C -1.03 -4.83 -6.27
O -0.80 -3.53 -6.77
C -0.52 -2.54 -5.79
H -2.32 -0.48 -2.76
H -3.24 -1.61 -3.76
H -3.58 -1.48 -2.01
H -3.39 -3.69 -1.95
H -1.79 -4.08 -1.32
H -2.28 -5.71 -3.02
H -0.98 -4.64 -3.57
H -2.83 -3.39 -4.69
H -3.15 -4.76 -6.52
H -2.60 -6.15 -5.60
H -0.90 -5.50 -7.12
H -0.26 -5.11 -5.54
H 0.05 -2.95 -4.95
H -1.44 -2.08 -5.44
H 0.08 -1.76 -6.26

=====

76
Properties=species:S:1:pos:R:3 method="wB97M-V/def2-TZVPD" lumo_ev=0.711 e_homo_ev=-9.29 relative_energy_kj_mol=0.0 homo_lumo_gap_ha=0.367 energy_ev=-37920.3575 smiles="CCCCCCCCCCCCCCCCCC(=O)OC[C@H](O)[C@H]1OC[C@H](O)[C@H]1O"
C 5.78 4.24 -3.01
C 4.90 4.12 -1.78
C 3.65 3.26 -2.02
C 3.98 1.81 -2.35
C 2.81 0.86 -2.12
C 1.62 1.12 -3.04
C 0.45 0.19 -2.71
C -0.78 0.46 -3.57
C -1.92 -0.52 -3.30
C -2.56 -0.35 -1.93
C -3.65 -1.37 -1.66
C -4.21 -1.26 -0.24
C -5.21 -2.36 0.08
C -5.83 -2.24 1.47
C -4.82 -2.17 2.62
C -3.90 -3.39 2.69
H -4.50 -4.29 2.87
C -2.87 -3.25 3.81
C -1.91 -2.10 3.58
O -1.49 -1.39 4.47
O -1.56 -1.97 2.31
C -0.73 -0.87 1.94
H -1.17 0.06 2.31
H -0.75 -0.86 0.85
C 0.71 -0.98 2.46
O 0.88 -0.29 3.67
H 0.13 -0.53 4.25
H 0.95 -2.05 2.58
C 1.67 -0.41 1.39
H 1.65 -1.08 0.53
O 1.25 0.86 0.93
C 1.82 1.84 1.78
H 1.21 1.96 2.68
C 3.22 1.33 2.13
O 4.23 1.93 1.37
H 4.02 1.82 0.43
H 3.48 1.55 3.17
C 3.12 -0.21 1.92
O 3.43 -0.97 3.04
H 2.79 -0.75 3.74
H 3.84 -0.50 1.15
H 1.84 2.78 1.23
H -3.35 -3.10 4.78
H -2.26 -4.16 3.87
H -3.38 -3.51 1.74
H -5.38 -2.09 3.56
H -4.22 -1.27 2.52
H -6.45 -1.34 1.51
H -6.50 -3.09 1.63
H -6.02 -2.32 -0.66
H -4.73 -3.33 -0.03
H -3.37 -1.32 0.46
H -4.68 -0.28 -0.11
H -3.24 -2.38 -1.80
H -4.46 -1.25 -2.38
H -2.97 0.66 -1.84
H -1.79 -0.45 -1.16
H -2.69 -0.38 -4.07
H -1.55 -1.54 -3.40
H -1.13 1.48 -3.38
H -0.49 0.40 -4.62
H 0.77 -0.85 -2.85
H 0.21 0.32 -1.65
H 1.28 2.15 -2.93
H 1.92 0.98 -4.09
H 2.46 0.94 -1.09
H 3.15 -0.17 -2.27
H 4.30 1.73 -3.40
H 4.82 1.48 -1.73
H 3.03 3.29 -1.12
H 3.07 3.70 -2.83
H 4.58 5.11 -1.46
H 5.48 3.69 -0.96
H 6.19 3.28 -3.30
H 6.61 4.91 -2.82
H 5.21 4.64 -3.85